(1)
The following is a quantum chemistry calculation of a cluster of 5 separate species, C42H40F32N2O6 in total in a non-equilibrium geometry, from OMol25.

Atoms and positions in Å:
C: 4.90235 0.61094 0.67118
C: 5.06974 0.32203 -0.80771
O: 5.58039 1.15766 -1.52365
O: 4.60909 -0.86762 -1.39154
C: 3.53786 -0.62866 -2.28732
N: 2.55501 0.32322 -1.72592
C: 1.75222 -0.04333 -0.72125
C: 0.86017 0.83322 -0.15766
C: 0.80846 2.12831 -0.67336
C: -0.08466 3.21274 -0.13648
C: -0.24730 3.44531 1.22911
C: -1.05042 4.48667 1.64778
N: -1.64853 5.25469 0.74062
C: -2.48344 6.41871 1.18581
C: -1.48883 7.55564 1.56510
C: -0.88737 8.29885 0.33545
C: 0.56032 7.94490 0.03701
C: 1.59213 8.34206 0.87657
C: 2.91384 8.05524 0.59225
C: 3.24637 7.33563 -0.55011
C: 2.23816 6.93648 -1.40537
C: 0.91607 7.23199 -1.10270
C: -1.54089 5.04599 -0.57820
C: -0.75293 4.02495 -1.05960
C: 1.63517 2.50202 -1.74580
C: 2.49340 1.56181 -2.24655
H: 4.69081 -0.28881 1.26615
H: 5.81729 1.08076 1.05400
H: 4.09243 1.34317 0.82287
H: 3.09782 -1.61024 -2.49754
H: 3.95017 -0.25217 -3.23507
H: 1.83121 -1.07047 -0.36067
H: 0.21505 0.53167 0.66494
H: 0.27200 2.79208 1.92857
H: -1.13662 4.64946 2.72099
H: -3.09227 6.78266 0.35303
H: -3.10493 6.14043 2.04405
H: -2.09269 8.28558 2.12777
H: -0.73288 7.18330 2.27247
H: -0.91618 9.37605 0.55751
H: -1.54120 8.13503 -0.53447
H: 1.40468 8.92665 1.78201
H: 3.72526 8.37241 1.24616
H: 4.29310 7.10819 -0.74728
H: 2.42374 6.39511 -2.33540
H: 0.13412 6.89447 -1.78932
H: -2.09004 5.70357 -1.24935
H: -0.68389 3.89365 -2.13794
H: 1.62163 3.50887 -2.15777
H: 3.18018 1.80130 -3.05840
C: -2.64855 -1.58796 -1.44596
C: -4.12328 -1.97760 -1.22186
C: -5.02542 -2.05813 -2.45807
F: -5.12550 -0.87057 -3.09135
F: -6.26878 -2.40994 -2.07864
F: -4.65531 -1.15035 -0.29402
F: -4.10897 -3.21816 -0.66813
O: -2.28102 -0.21676 -1.21094
C: -2.43611 0.72492 -2.21110
C: -3.45256 1.80975 -1.83898
F: -4.65627 1.28807 -1.59027
F: -3.58430 2.68581 -2.86310
F: -2.70993 0.13315 -3.37455
F: -1.21089 1.32381 -2.36592
H: -2.08795 -2.13766 -0.68972
H: -2.26611 -1.95064 -2.39980
H: -4.65856 -2.80431 -3.16868
H: -3.12239 2.35328 -0.94816
C: 10.45236 0.73677 -2.56245
C: 9.88371 0.02938 -1.31445
C: 8.64438 0.64796 -0.66350
F: 8.86879 1.89398 -0.21183
F: 8.26329 -0.09032 0.41656
F: 10.86819 -0.12245 -0.40766
F: 9.52424 -1.22728 -1.70954
O: 11.56578 1.60707 -2.38807
C: 11.36304 2.93230 -2.02733
C: 11.96030 3.25770 -0.65537
F: 11.42544 2.48327 0.30889
F: 11.69892 4.54530 -0.33541
F: 10.05479 3.25277 -2.11151
F: 11.99618 3.67972 -2.95226
H: 10.84817 -0.06315 -3.18830
H: 9.66910 1.20284 -3.16187
H: 7.80491 0.67817 -1.35971
H: 13.04114 3.10395 -0.66188
C: -7.03263 -4.77026 0.23240
C: -8.16616 -4.92868 -0.80175
C: -9.48449 -4.20664 -0.50755
F: -10.06193 -4.64169 0.62574
F: -10.36151 -4.44027 -1.51106
F: -8.37823 -6.24155 -1.02526
F: -7.68853 -4.40878 -1.97058
O: -6.83490 -5.81462 1.18048
C: -7.56842 -5.83545 2.35714
C: -8.48260 -7.05914 2.46065
F: -9.35498 -7.10488 1.43834
F: -9.19662 -7.00077 3.60672
F: -8.22893 -4.67331 2.51267
F: -6.66155 -5.89007 3.36056
H: -6.11236 -4.77985 -0.35067
H: -7.05182 -3.79145 0.71359
H: -9.33017 -3.12630 -0.43248
H: -7.89335 -7.97883 2.45373
C: -1.02108 -7.84115 3.88009
C: -1.68269 -8.77300 2.84304
C: -1.50809 -8.41054 1.36474
F: -2.04485 -7.20935 1.06258
F: -2.13957 -9.32404 0.59454
F: -2.98957 -8.91326 3.14757
F: -1.11467 -9.99907 3.00863
O: -1.84243 -6.86281 4.51976
C: -2.06930 -5.63732 3.92174
C: -3.54633 -5.43782 3.57398
F: -3.98757 -6.39138 2.73862
F: -3.72750 -4.24233 2.95149
F: -1.25729 -5.46595 2.85692
F: -1.71307 -4.69548 4.82493
H: -0.71701 -8.49267 4.69899
H: -0.09353 -7.40603 3.50690
H: -0.45045 -8.40235 1.08741
H: -4.16189 -5.45968 4.47538

Calculated values
**Total charge**: +2
**Max |F|**: 0.046 hartree/bohr
**E_LUMO**: -7.809 eV


(2)
The following is a quantum chemistry calculation of a structure of composition C42H40FI4N7O5Sc, from OMol25.

Atoms and positions in Å:
Sc: 0.16111 0.15428 -0.68076
I: -1.64525 7.81811 -0.62420
C: -1.04983 5.83853 -0.94018
C: -0.32189 5.51299 -2.07240
C: 0.07391 4.19864 -2.25314
I: 1.17069 3.63894 -3.94376
C: -0.23573 3.17920 -1.32961
O: 0.19151 1.95733 -1.50378
C: -1.00080 3.54268 -0.19896
C: -1.44540 2.47028 0.76463
N: -0.36853 1.54630 1.16613
C: 0.74645 2.22608 1.83545
C: 1.94691 2.34964 0.93493
C: 2.68566 3.51666 0.84558
C: 3.79387 3.54639 0.01370
C: 4.13470 2.40530 -0.69138
C: 3.33534 1.28316 -0.55579
N: 2.25995 1.25327 0.23437
C: -1.38668 4.85975 -0.01635
H: -0.06182 6.26982 -2.79960
H: -2.23277 1.86776 0.30673
H: -1.87910 2.95457 1.64529
H: -0.74420 0.86063 1.82268
H: 1.03014 1.63275 2.70730
H: 0.45243 3.21229 2.19985
H: 2.38178 4.39179 1.40621
H: 4.37855 4.45201 -0.08606
H: 4.99178 2.38378 -1.35132
H: 3.54140 0.37442 -1.10677
H: -1.96539 5.12586 0.86145
I: -3.82627 -4.96462 3.74918
C: -3.07276 -3.57796 2.37769
C: -3.89546 -2.58596 1.87496
C: -3.36272 -1.65080 1.00154
I: -4.57953 -0.13958 0.23121
C: -2.01090 -1.66918 0.61334
O: -1.51135 -0.76927 -0.20517
C: -1.20235 -2.69750 1.14344
C: 0.25210 -2.73934 0.75318
N: 0.97659 -1.48390 1.04882
C: 1.42507 -1.35983 2.44360
C: 0.32551 -1.42483 3.47657
C: 0.35902 -2.39084 4.47179
C: -0.67766 -2.45430 5.38966
C: -1.71804 -1.54845 5.28356
C: -1.65732 -0.59879 4.27546
N: -0.65749 -0.52428 3.39952
C: -1.73797 -3.63466 2.00658
H: -4.93691 -2.53255 2.16243
H: 0.33205 -2.89366 -0.32442
H: 0.73428 -3.59558 1.23640
H: 1.81942 -1.49722 0.48137
H: 1.94454 -0.40184 2.52163
H: 2.14921 -2.14409 2.67978
H: 1.17896 -3.09776 4.51221
H: -0.68113 -3.21002 6.16492
H: -2.56222 -1.57473 5.95993
H: -2.45045 0.13388 4.16111
H: -1.09828 -4.41120 2.41215
C: 0.98136 -2.59960 -8.19895
C: 1.73840 -1.45626 -7.53704
N: 1.10882 -1.01422 -6.28900
C: 1.61550 -1.44793 -5.10648
C: 1.10496 -1.14745 -3.88891
C: 1.84978 -1.63185 -2.66984
O: 2.61083 -2.57632 -2.77598
O: 1.63228 -0.95095 -1.59344
C: -0.11319 -0.39773 -3.79741
O: -0.72084 -0.15659 -2.75238
C: -0.63638 0.10303 -5.07249
C: -1.73929 0.95253 -5.04666
C: -2.21102 1.49394 -6.20526
F: -3.24026 2.36630 -6.15459
C: -1.63488 1.19309 -7.44258
C: -0.54656 0.33582 -7.46793
C: -0.01376 -0.19980 -6.28847
N: -2.10022 1.74254 -8.67228
C: -1.25244 2.70807 -9.35967
C: -1.34691 2.41623 -10.86518
N: -2.66643 1.73120 -11.11381
C: -3.76256 2.37904 -10.31798
C: -3.51104 2.08587 -8.82692
H: 1.48118 -2.90123 -9.12085
H: -0.04621 -2.31777 -8.43602
H: 0.94746 -3.46271 -7.53265
H: 1.84187 -0.60142 -8.20420
H: 2.74727 -1.77379 -7.28707
H: 2.49839 -2.07443 -5.15594
H: -2.18508 1.20260 -4.09143
H: -0.12171 0.08240 -8.43219
H: -0.22223 2.60978 -9.03021
H: -1.56497 3.73766 -9.14695
H: -0.56542 1.73764 -11.19768
H: -1.31990 3.31940 -11.47123
H: -2.57954 0.76586 -10.79441
H: -2.88588 1.72445 -12.10768
H: -4.72217 1.99564 -10.65169
H: -3.71717 3.44222 -10.54075
H: -4.11493 1.24473 -8.49212
H: -3.81640 2.96328 -8.25446

Calculated values
**Total charge**: +1
**Max |F|**: 0.013 hartree/bohr
**Energy above the lowest of the compared OMol25 structures with the same formula, charge and spin**: 36.5 kJ/mol
**E_LUMO**: -3.218 eV


One value per record, in order, for DFT total energy: -5380.5555 -4435.4196 a.u..
One value per record, in order, for gap between HOMO and LUMO: 6.188 5.723 eV.